No. 1
C3H4ClFOS | the ωB97M-V functional and the def2-TZVPD basis

Each line ends with the Löwdin charge.
Positions of all 11 atoms, in Å:
O (-1.173, -1.263, 0.349)  0.0155
C (-0.781, -0.146, -0.324)  -0.3224
C (0.296, 0.727, 0.345)  -0.5439
S (1.123, 0.528, 1.951)  0.7664
C (0.605, 0.015, -0.921)  -0.8615
F (1.392, -1.059, -0.780)  0.0142
Cl (0.846, 0.730, -2.510)  0.7060
H (-0.835, -2.073, -0.072)  0.1235
H (-1.581, 0.477, -0.774)  0.1562
H (0.173, 1.751, 0.169)  0.0667
H (-0.063, 0.315, 2.567)  -0.1207

Cartesian forces (eV/Å) of the 3 atoms listed first:
O -0.05 -1.18 -0.15
C 0.43 1.61 -0.04
C 0.57 0.42 -0.04

The LUMO energy is 0.6 eV. The calculation puts the energy relative to the best compared isomer or geometry (same formula, charge and spin) at 31.0 kcal per mole. The charge is 0. The HOMO energy comes out at -9.44 eV. The SMILES is O[C@H]1[C@@H](S)[C@]1(F)Cl. The electronic energy is -1150.13539 a.u. The gap between HOMO and LUMO comes out at 10.0 eV.

No. 2
C42H41BrN4P2Re | the ωB97M-V functional and the def2-TZVPD basis

Each line ends with the Mulliken spin population.
Positions of all 91 atoms, in Å:
Re (0.495, 1.124, -0.903)  0.0023
C (-0.585, -2.152, 0.060)  -0.0308
N (-1.063, -1.859, 1.418)  0.2979
C (-0.888, -0.516, 1.995)  0.0064
P (0.428, 0.643, 1.389)  0.0156
C (-0.025, 2.036, 2.455)  -0.0045
C (0.782, 2.467, 3.509)  0.0001
C (0.354, 3.501, 4.333)  0.0002
C (-0.879, 4.097, 4.126)  0.0001
C (-1.702, 3.655, 3.096)  0.0020
C (-1.278, 2.634, 2.264)  0.0011
C (2.001, -0.020, 1.975)  -0.0009
C (3.115, 0.828, 1.990)  0.0017
C (4.341, 0.364, 2.443)  -0.0004
C (4.473, -0.956, 2.864)  -0.0004
C (3.378, -1.808, 2.837)  -0.0008
C (2.143, -1.342, 2.401)  -0.0055
C (-1.669, -2.823, 2.151)  0.1816
C (-1.567, -4.205, 1.778)  0.1237
C (-2.180, -5.163, 2.528)  0.0186
C (-2.923, -4.803, 3.674)  0.2498
C (-3.031, -3.447, 4.056)  0.0193
C (-2.419, -2.476, 3.323)  0.1138
P (-0.672, -0.888, -1.288)  0.0169
C (-0.206, -1.918, -2.681)  0.0006
C (-1.196, -2.747, -3.222)  0.0019
C (-0.876, -3.615, -4.252)  0.0003
C (0.422, -3.662, -4.747)  0.0000
C (1.409, -2.849, -4.204)  0.0003
C (1.100, -1.979, -3.170)  0.0027
C (-2.347, -0.333, -1.566)  0.0086
C (-3.358, -0.380, -0.598)  -0.0130
C (-4.623, 0.089, -0.911)  -0.0008
C (-4.884, 0.615, -2.175)  0.0000
C (-3.883, 0.665, -3.139)  0.0000
C (-2.615, 0.200, -2.839)  -0.0008
H (-1.148, -2.987, -0.349)  0.0027
H (0.476, -2.442, 0.072)  0.0037
H (-0.682, -0.611, 3.060)  -0.0136
H (-1.811, 0.067, 1.896)  -0.0085
H (1.734, 1.998, 3.713)  0.0001
H (0.986, 3.830, 5.147)  0.0000
H (-1.209, 4.897, 4.776)  0.0000
H (-2.678, 4.102, 2.952)  0.0001
H (-1.938, 2.292, 1.480)  0.0008
H (3.026, 1.860, 1.664)  0.0001
H (5.191, 1.032, 2.482)  -0.0001
H (5.427, -1.315, 3.226)  0.0000
H (3.480, -2.830, 3.177)  -0.0002
H (1.296, -2.018, 2.422)  0.0084
H (-0.958, -4.511, 0.940)  -0.0003
H (-2.080, -6.206, 2.258)  0.0031
H (-3.409, -5.570, 4.264)  -0.0004
H (-3.615, -3.180, 4.927)  0.0027
H (-2.548, -1.443, 3.612)  -0.0041
H (-2.216, -2.709, -2.857)  -0.0012
H (-1.642, -4.250, -4.675)  0.0000
H (0.664, -4.336, -5.558)  0.0001
H (2.418, -2.895, -4.590)  0.0001
H (1.881, -1.366, -2.746)  -0.0016
H (-3.187, -0.823, 0.374)  0.0005
H (-5.415, 0.031, -0.177)  -0.0004
H (-5.877, 0.972, -2.412)  -0.0001
H (-4.097, 1.053, -4.126)  -0.0001
H (-1.843, 0.215, -3.603)  -0.0003
Br (-4.386, 4.584, -1.422)  0.0000
C (-2.557, 4.343, -1.144)  -0.0005
C (-1.698, 5.424, -1.013)  0.0002
C (-0.350, 5.181, -0.795)  -0.0005
C (0.080, 3.875, -0.725)  0.0003
N (-0.750, 2.828, -0.859)  0.0003
C (-2.052, 3.053, -1.063)  0.0012
H (-2.075, 6.437, -1.076)  0.0001
H (0.352, 5.994, -0.677)  0.0000
H (1.131, 3.648, -0.519)  -0.0004
H (-2.700, 2.197, -1.150)  0.0000
C (5.695, -0.832, -1.360)  -0.0001
C (4.431, -0.120, -1.642)  0.0001
C (4.044, 0.633, -2.783)  0.0000
C (2.777, 1.066, -2.538)  -0.0010
N (2.358, 0.609, -1.296)  0.0007
N (3.404, -0.119, -0.796)  0.0002
C (1.808, 1.872, -3.338)  0.0005
H (6.536, -0.278, -1.775)  0.0000
H (5.679, -1.812, -1.844)  0.0000
H (5.847, -0.977, -0.291)  0.0001
H (4.649, 0.819, -3.657)  0.0002
H (3.375, -0.466, 0.161)  0.0000
H (1.925, 1.682, -4.405)  0.0001
H (1.932, 2.944, -3.176)  0.0000
H (0.750, 1.583, -3.135)  -0.0002

Cartesian forces (eV/Å) of the 3 atoms listed first:
Re -0.47 -0.63 -0.66
C 0.00 0.09 0.29
N 0.13 0.22 -0.28

The LUMO energy (alpha / beta) is -12.7 / -12.8 eV. The calculation puts the energy relative to the best compared isomer or geometry (same formula, charge and spin) at 0.0 kcal per mole. Its spin multiplicity is 2. The charge is +4. The HOMO energy (alpha / beta) comes out at -18.90 / -18.90 eV. The electronic energy is -5177.67004 a.u. The gap between HOMO and LUMO (alpha / beta) comes out at 6.2 / 6.1 eV.

No. 3
C12H37N3O8S | the ωB97M-V functional and the def2-TZVPD basis

Each line ends with the Löwdin charge.
Positions of all 61 atoms, in Å:
N (8.438, 22.028, -21.023)  0.2977
H (9.256, 22.591, -20.798)  0.1447
H (7.652, 22.367, -20.466)  0.1342
H (8.499, 21.015, -20.790)  0.0886
H (8.316, 22.048, -22.032)  0.1197
N (8.780, 18.140, -19.538)  0.2620
H (8.043, 17.521, -19.902)  0.0575
H (9.380, 18.542, -20.277)  0.0582
H (9.302, 17.645, -18.810)  0.0940
H (8.358, 19.021, -19.159)  0.0242
S (9.095, 20.948, -17.419)  0.1581
O (8.944, 20.337, -16.088)  -0.4351
O (8.189, 20.359, -18.430)  -0.4741
O (8.992, 22.450, -17.280)  -0.5113
O (10.435, 20.529, -17.820)  -0.4293
C (10.428, 17.438, -22.630)  -0.0802
C (10.498, 18.993, -22.699)  -0.6486
C (9.808, 19.481, -23.965)  -0.1283
O (10.039, 19.580, -21.541)  -0.2941
H (9.371, 17.152, -22.577)  0.0567
H (10.850, 16.981, -21.735)  0.0628
H (10.875, 16.984, -23.521)  0.0541
H (11.520, 19.349, -22.930)  0.1051
H (9.858, 20.570, -24.010)  0.0500
H (8.757, 19.165, -24.024)  0.0558
H (10.281, 19.040, -24.851)  0.0548
C (11.374, 15.409, -17.671)  -0.1184
C (10.310, 16.198, -16.881)  -0.7077
C (9.905, 15.446, -15.608)  -0.1201
O (10.521, 17.563, -16.782)  -0.2712
H (11.343, 15.546, -18.755)  0.0391
H (11.360, 14.317, -17.531)  0.0359
H (12.348, 15.753, -17.299)  0.0558
H (9.469, 16.073, -17.605)  0.0635
H (9.013, 15.862, -15.131)  0.0535
H (10.716, 15.597, -14.884)  0.0562
H (9.680, 14.372, -15.669)  0.0364
C (5.910, 18.931, -20.983)  -0.1183
O (6.441, 17.664, -20.777)  -0.2298
C (5.655, 16.749, -20.024)  -0.2166
C (6.378, 15.793, -19.101)  -0.1836
N (7.703, 15.417, -19.578)  -0.0545
C (7.711, 14.732, -20.879)  -0.2080
C (8.973, 13.945, -21.104)  -0.2398
O (8.982, 12.871, -20.171)  -0.1655
C (9.863, 11.876, -20.672)  -0.1258
H (6.594, 19.518, -21.590)  0.0797
H (5.729, 19.475, -20.045)  0.0947
H (4.877, 18.919, -21.360)  0.0810
H (5.007, 16.220, -20.741)  0.1135
H (4.911, 17.331, -19.468)  0.1175
H (5.849, 14.840, -18.970)  0.1131
H (6.287, 16.329, -18.155)  0.1276
H (8.162, 14.714, -19.008)  0.1034
H (7.334, 15.347, -21.700)  0.1129
H (6.903, 13.975, -20.884)  0.1134
H (9.909, 14.511, -21.135)  0.1231
H (8.906, 13.689, -22.172)  0.1157
H (9.787, 10.968, -20.072)  0.0801
H (10.924, 12.133, -20.704)  0.0886
H (9.574, 11.567, -21.682)  0.0775

Cartesian forces (eV/Å) of the 3 atoms listed first:
N -0.56 -0.36 -0.02
H 0.38 -0.76 0.61
H 0.00 0.15 -0.04

The LUMO energy is 4.1 eV. The charge is -2. The HOMO energy comes out at 0.53 eV. The electronic energy is -1643.54716 a.u. The gap between HOMO and LUMO comes out at 3.6 eV.

No. 4
C5H10O2 | the ωB97M-V functional and the def2-TZVPD basis

Each line ends with the Löwdin charge.
Positions of all 17 atoms, in Å:
C (0.859, -2.192, 0.836)  -0.0063
C (0.168, -0.860, 0.971)  -0.4305
O (-1.165, -0.938, 0.460)  -0.0701
C (-1.317, 0.113, -0.480)  -0.1390
C (-0.190, 1.065, -0.093)  -0.3798
C (0.306, 2.038, -1.128)  -0.0304
O (0.829, 0.127, 0.227)  -0.0408
H (0.887, -2.481, -0.218)  0.0914
H (1.880, -2.135, 1.225)  0.0863
H (0.298, -2.942, 1.399)  0.0867
H (0.117, -0.535, 2.025)  0.1555
H (-1.188, -0.266, -1.507)  0.1326
H (-2.310, 0.559, -0.384)  0.1299
H (-0.484, 1.607, 0.825)  0.1552
H (1.151, 2.611, -0.733)  0.0853
H (-0.480, 2.744, -1.419)  0.0876
H (0.640, 1.484, -2.007)  0.0864

Cartesian forces (eV/Å) of the 3 atoms listed first:
C 0.04 -0.04 0.00
C 0.09 -0.20 0.21
O 0.01 -0.01 0.00

The LUMO energy is 1.1 eV. The calculation puts the energy relative to the best compared isomer or geometry (same formula, charge and spin) at 28.7 kcal per mole. The charge is 0. The HOMO energy comes out at -9.76 eV. The SMILES is C[C@@H]1OC[C@H](C)O1. The electronic energy is -346.97970 a.u. The gap between HOMO and LUMO comes out at 10.9 eV.